The following is a quantum chemistry calculation of a molecular structure, C23H49N4P3SeZr in a non-equilibrium geometry, from OMol25.

The value obtained for the total energy is -4595.71199 a.u. The value obtained for the strongest force on any atom is 2.9 eV/Å.

```
! RIJCOSX wB97M-V def2-TZVPD def2/J DEFGRID3
* xyz 4 1
H 2.60050 3.73765 -1.07443
H -0.06644 -0.22410 3.45174
H -1.25664 2.83643 -3.35221
C 2.27091 2.98182 1.47850
N -1.22105 0.76024 1.98261
N -2.49035 2.70104 2.89542
H -1.92598 -0.52224 4.97839
H -0.18786 -0.40888 -8.17892
C 0.33032 0.73751 -4.97560
C -1.62264 2.69965 4.10096
C 0.08887 -3.81017 -1.22771
H 0.48152 1.48348 3.02193
H -0.86163 1.48801 -6.66454
H 0.82855 -0.14766 -1.62549
H 1.69477 -3.38055 3.25735
H -4.26723 1.74644 2.26657
Se 2.05064 -0.43717 -2.77345
H -2.02293 -1.11473 2.54049
H 2.75599 -3.14449 0.14824
C -2.27439 0.48401 4.68273
C 1.31911 -1.41132 -5.32419
H 1.13333 -2.36917 -7.21143
H 0.85373 3.31007 -1.19649
H -0.79116 3.40003 3.93287
H -2.34902 -3.07877 -2.47469
H 3.49647 -1.29082 3.31338
H 2.87881 3.76224 1.00183
C -0.36739 0.80841 3.21250
H -2.81175 0.95346 5.52404
H 0.12849 -2.54834 3.13631
C 1.87598 2.92376 -1.20686
H 3.75866 0.84426 -1.21632
H 1.84109 -2.31712 -4.95572
H -2.20955 3.02639 4.97449
H -2.52237 -4.08700 -0.18510
C 2.70398 -0.64688 2.90365
C -2.02388 2.09824 -2.98581
H 0.79637 -3.50447 -2.01212
H 4.35254 2.22914 -0.23808
C 0.86334 -1.48384 -6.61961
H 1.29783 3.40698 1.76263
H -2.33055 2.16626 0.83537
H -3.08295 -0.10437 1.45260
H 3.85155 -2.86083 1.54125
N -3.17943 0.39553 3.49608
H -2.91827 1.91166 -3.61572
H -0.65474 -4.50210 -1.64934
H -2.66789 -1.37787 -1.98909
H -1.73634 -3.54067 1.33332
C -0.21709 0.68331 -6.28820
H 2.03017 -0.33284 3.71075
C -1.69973 2.16589 1.73742
C 3.17225 -2.38171 0.81691
H 2.78500 2.53054 2.33620
P 2.03948 1.72866 0.17565
P 1.75727 -1.54374 1.61498
H 0.62228 -4.32670 -0.41521
H 2.06482 2.36388 -2.13018
H 3.74193 -1.63475 0.24943
H 0.05936 1.52530 -4.27398
H -1.01200 1.53647 -1.16715
H 4.19535 0.59396 0.50941
H -0.81751 2.81115 1.61801
N -1.09664 1.35455 4.38681
H 3.18017 0.22129 2.42942
P -0.87887 -2.36401 -0.65415
C -1.88908 -2.12706 -2.16228
H -2.73539 0.86281 -1.39093
C -2.40139 -0.10586 2.31422
C -2.14935 -3.20939 0.36769
H -1.20570 -1.75956 -2.93628
C 0.98828 -2.91328 2.55753
H -4.20769 2.17741 4.01395
C -3.62880 1.78216 3.16348
H 0.65434 -3.67731 1.84266
C 1.16618 -0.28788 -4.47943
C -1.87454 1.38754 -1.84405
Zr 0.04184 -0.03703 0.24436
C 3.76953 1.29761 -0.21274
H -2.97986 -2.50308 0.52541
C 0.11450 -0.39755 -7.13207
*
```

---

The following is a quantum chemistry calculation of 2 unconnected molecules or ions with the total composition C5H8ClNS in a non-equilibrium geometry, from OMol25.

For the energy above the lowest of the compared OMol25 structures with the same formula, charge and spin, the calculation gives 4.903 eV. The value obtained for the strongest force on any atom is 6.6 eV/Å.

```
! RIJCOSX wB97M-V def2-TZVPD def2/J DEFGRID3
* xyz 0 1
H 0.17381 1.57135 2.69900
S 1.53113 1.57735 1.39276
C 0.53343 0.10980 -0.80523
Cl 1.61574 0.70386 -2.19366
C -0.38412 -1.11107 -1.08673
H -0.50133 -1.22498 -2.25926
H 0.03001 -2.02031 -0.75786
H -0.88516 2.04296 -0.21871
C -0.44860 -0.53774 1.07678
H -1.25123 1.06305 -1.74709
N -1.35123 -0.37958 -0.03347
C -0.83693 0.99275 -0.75144
H 1.82826 -0.85280 0.76600
C 1.07625 -0.12556 0.75552
H -0.83099 -0.16206 1.97961
H -0.29907 -1.64701 1.18378
*
```

---

The following is a quantum chemistry calculation of a molecular structure, C31H41F4N6PtSi4 in a non-equilibrium geometry, from OMol25.

For the energy above the lowest of the compared OMol25 structures with the same formula, charge and spin, the calculation gives 1.331 eV. The value obtained for the strongest force on any atom is 2.8 eV/Å.

```
! RIJCOSX wB97M-V def2-TZVPD def2/J DEFGRID3
* xyz -1 3
H -4.51091 -2.35620 4.83130
C -0.42709 -3.36163 -1.97171
C 0.22524 -0.16204 -4.45330
C 5.33882 3.10310 0.22055
H -4.87002 0.98564 -2.89606
H -0.96784 2.02972 4.06187
H 1.87972 -2.27697 0.01588
C -2.22418 -2.32606 1.66431
H 0.44281 3.01776 -3.96498
C -2.03115 2.19285 3.91507
H -2.07734 -1.99043 -4.01282
C 7.80585 3.34639 0.04372
F 7.92432 1.10014 1.78684
N 2.98397 -0.99276 3.90957
H -1.44884 1.17751 -1.02796
H -0.26514 -2.34205 -2.30370
C -3.48870 -1.14232 3.41109
C 6.72051 1.57182 1.40451
C -3.87620 -2.33566 3.95612
C -0.60054 -5.34532 0.33141
C 1.96576 0.62222 1.20398
H 2.18347 1.49365 -1.43685
F 5.76808 -0.15614 2.66422
H 0.33233 -3.99299 -2.42075
N 7.84779 5.32936 -1.55528
C -2.90375 -1.30779 -3.86494
C 4.30035 1.30612 1.50555
H -1.23392 2.73739 -3.54564
Si -2.87012 -0.39077 -2.17800
H 2.08932 -3.96127 0.44589
C 6.65596 2.69207 0.54045
C 1.43326 -3.10360 0.56747
Si 0.19308 0.78830 -2.79041
H -2.08451 3.11500 0.10078
C -3.95091 -1.43588 -0.99739
C 4.22550 2.44209 0.67599
H -3.38391 1.84036 -3.24402
Pt -0.44034 -0.64544 0.23609
C -1.51865 2.83095 0.98233
H -3.75251 -4.47888 3.81426
H -2.23052 3.24537 4.09188
H 0.11342 -5.93042 -0.24190
H -2.55355 1.62319 4.67631
H -1.39236 -3.68841 -2.34286
C -3.45223 -3.53722 3.37758
H -1.59143 -5.69970 0.06439
H -2.89723 -0.59901 -4.68596
Si -2.53104 1.69788 2.13604
C 2.00971 0.74125 -2.19466
H 1.09413 0.15749 -5.01991
H -0.64903 0.03715 -5.05959
C 3.13490 0.58046 1.91053
H -2.37199 -4.45067 1.79401
C 5.60349 0.92004 1.86770
N 10.21972 2.77309 0.62212
N 1.00009 0.58839 0.54015
C -0.21278 2.61956 -3.19689
H -4.96774 -1.51189 -1.37195
H -4.71221 1.73717 0.88381
H -0.42850 -5.56998 1.38003
H -0.59842 2.35749 0.65822
C -2.66435 -3.52374 2.25382
H -3.82132 -1.88301 -3.94426
C -4.37834 2.11766 1.84439
C 3.10203 -0.28757 3.00734
F 3.00499 2.92770 0.34719
H 1.43540 -2.84235 1.62457
H -3.56391 -2.44137 -0.87998
H -4.52913 3.19280 1.84845
N -2.21295 0.05765 1.75036
C 9.11233 2.99064 0.38655
H 0.30164 -1.23541 -4.32628
H -1.24649 3.74218 1.50507
C 7.77350 4.43722 -0.82981
N -1.45691 -2.31014 0.55921
H -3.99330 -0.98349 -0.01433
H -5.02012 1.68736 2.60654
H -0.09585 3.24179 -2.31499
C -2.64588 -1.07628 2.27511
H -4.00158 1.79530 -1.60600
C -1.17297 0.24600 -1.53756
H 2.28314 -0.22196 -1.77365
H -3.81527 -0.20938 3.84566
C -3.87997 1.21167 -2.51234
H 2.69155 0.94908 -3.01386
F 5.15654 4.19753 -0.54569
Si -0.33877 -3.48941 -0.06998
*
```

---

The following is a quantum chemistry calculation of a molecular structure, C27H21IrN5O2S in a non-equilibrium geometry, from OMol25.

For the energy above the lowest of the compared OMol25 structures with the same formula, charge and spin, the calculation gives 0.000 eV. The value obtained for the strongest force on any atom is 1.1 eV/Å.

```
! RIJCOSX wB97M-V def2-TZVPD def2/J DEFGRID3
* xyz -1 5
H -3.59926 -1.54500 3.07891
C -0.40190 0.60155 1.68939
C 6.08408 2.71598 -2.36543
C 7.22557 0.96691 -1.17153
H -6.77112 -3.96648 0.77430
C 3.48773 -0.84109 -5.33650
C -2.13506 2.20888 0.33092
C -1.60750 0.95554 2.31429
O -7.21319 -1.98825 0.31576
C 3.59411 0.74242 -0.48714
H -1.01661 -0.61442 5.29909
C -0.96847 1.71494 -0.26349
C 2.50333 -0.23105 -3.35628
C -6.82263 -0.05311 1.57253
N -3.02692 0.54010 4.29296
H 3.54102 -0.66991 -6.40148
H -2.77374 2.87746 -0.22886
C 4.87163 2.28767 -1.87471
O 1.78850 -0.28619 1.78770
H 3.94655 2.77135 -2.15832
H 6.10776 3.56432 -3.03952
C -6.07401 0.68616 2.45615
C -6.81812 -3.28697 -0.08069
H 8.22452 2.43262 -2.39710
C 6.02609 0.50883 -0.67003
Ir 1.87424 0.48116 -0.14552
C 4.14149 -1.97478 -3.35149
H -3.35324 2.20046 2.08253
H 5.08867 -2.28734 -5.22817
H 4.75173 -2.61838 -2.73832
C 4.30785 -1.76497 -4.69086
C -4.49989 -1.12386 2.65439
S 1.47332 0.83532 -2.40501
C 7.27658 2.07507 -2.01700
H -5.84721 -3.27038 -0.58194
N -0.12060 0.95421 0.39939
H -0.71139 1.92990 -1.29334
H 8.14057 0.44884 -0.90779
H 5.99690 -0.35627 -0.01936
N 3.07973 -1.31536 -2.72528
H -7.57692 -3.63584 -0.77570
C -5.25558 -1.87662 1.76260
H -7.72746 0.34505 1.13207
C 0.65935 -0.09313 2.37858
H 3.00890 -1.30653 -1.71545
C -6.41331 -1.34056 1.21098
N -4.15028 1.02474 3.81767
C -2.45894 1.82353 1.60705
C 0.38935 -0.51924 3.69199
C 4.81063 1.16883 -0.99724
N 2.64323 -0.00145 -4.61717
H -6.37287 1.68900 2.73466
C -1.87538 0.42866 3.64422
H 1.17120 -1.05141 4.21840
C -4.88426 0.17350 3.00099
C -0.81927 -0.26555 4.29353
H -4.91952 -2.86885 1.49968
*
```

---

The following is a quantum chemistry calculation of a single C4H2N2O2S2 molecule in a non-equilibrium geometry, from OMol25.

Its SMILES is N#COC(=O)N=C=C(S)S. The value obtained for the total energy is -1209.82522 a.u. The value obtained for the strongest force on any atom is 5.6 eV/Å.

```
! RIJCOSX wB97M-V def2-TZVPD def2/J DEFGRID3
* xyz 0 1
S -1.51796 2.35493 0.57701
C 0.17309 -0.52313 -1.35344
C 1.91888 -1.93047 -1.25948
H -2.70441 1.84383 0.93254
N -0.86459 -1.00695 -0.68397
S 0.70079 0.88937 2.07725
O 1.32243 -0.99271 -0.63471
O 0.26084 0.27528 -2.14452
N 2.41113 -2.73046 -1.92196
C -0.55795 0.81790 0.84188
C -1.14007 -0.32892 0.36982
H -0.00218 1.33135 3.19957
*
```

---

Question: The highest strongest force on any atom belongs to which entry?
Answer: C5H8ClNS